No. 1
This record from the Open Molecules 2025 dataset describes 15 unconnected molecules or ions with the total composition C41H92N10O25. The level of theory is wB97M-V/def2-TZVPD.

The geometry in XYZ format:
```
168
Properties=species:S:1:pos:R:3:forces:R:3
C -7.93264 -0.92040 -3.92871 0.0363 0.5563 -0.4257
O -7.62923 -0.09927 -2.79922 0.1048 0.0054 0.8153
C -6.37303 0.10591 -2.31567 1.1440 -2.2709 -2.8320
O -5.35166 -0.45279 -2.70769 -1.3190 0.3728 0.4327
O -6.45327 1.00683 -1.42176 0.3349 2.4628 3.1989
C -5.27607 1.56479 -0.71913 0.5025 0.2188 -0.7695
H -9.01112 -1.07286 -3.97038 0.0117 -0.0400 0.6844
H -7.44240 -1.89387 -3.94009 0.2979 0.2604 0.0504
H -7.76194 -0.31444 -4.81852 0.6207 -0.3486 -0.1903
H -4.55975 1.95273 -1.44335 -0.1527 -0.2445 -0.3347
H -4.71699 0.92092 -0.04019 -0.5381 -0.8367 -0.3306
H -5.53800 2.42013 -0.09632 -0.9417 -0.1926 -0.3445
C 3.94494 -2.52625 1.54121 0.3624 0.4818 -0.4478
O 3.98936 -2.50066 2.99159 -0.5650 -0.3800 -0.9621
C 5.12175 -2.22510 3.64921 0.6521 -0.1404 -1.5659
O 6.21104 -1.99500 3.16346 -0.7202 -0.0743 0.3393
O 4.82185 -2.27466 4.92142 -0.2627 -0.2317 0.2663
C 5.82996 -2.03608 5.86418 0.7355 1.2268 1.3075
H 3.09555 -1.95050 1.17358 0.0660 0.4874 0.5906
H 3.73297 -3.48002 1.05801 0.3704 -0.6778 0.9531
H 4.84398 -2.11388 1.08318 -0.1357 0.0152 0.3530
H 5.26692 -1.80950 6.76958 0.2503 -0.5163 0.1755
H 6.43013 -1.14016 5.70535 -0.3003 0.2591 -0.7038
H 6.59773 -2.79716 6.00341 -0.5954 -0.6134 -0.1905
C 2.76993 -0.72620 8.08753 -0.3025 0.7672 1.0380
O 2.31686 -1.22975 6.86296 -0.1017 0.4052 -1.8726
C 2.18034 -0.33072 5.84608 1.6652 3.1827 0.2897
O 2.60288 0.85775 5.83388 -1.2523 -3.7679 0.3360
O 1.54611 -0.93011 4.87060 -0.7149 -0.7639 -1.2234
C 1.32504 -0.34496 3.55394 -0.4034 0.1841 0.2709
H 3.79306 -0.35115 8.11271 0.0742 -0.0806 -0.4731
H 2.67678 -1.53035 8.81745 -0.0719 0.0277 -0.1585
H 2.10989 0.10007 8.35157 0.1458 0.0522 0.3724
H 0.37623 -0.68158 3.13615 -0.3084 -0.3687 0.7556
H 2.02319 -0.73066 2.81103 0.6494 0.3310 0.5450
H 1.23224 0.74006 3.60099 0.6164 -0.1050 0.0897
C -7.49093 -2.61380 2.10235 0.2216 -0.2336 -0.3033
O -6.05340 -2.43897 2.19735 -0.4682 0.6657 -1.1130
C -5.43217 -2.34767 3.36713 -1.0078 -0.7085 1.6482
O -5.93698 -2.65710 4.44177 1.1477 0.8191 -1.8574
O -4.17817 -1.88393 3.24677 -0.2645 -0.6328 1.4612
C -3.49556 -1.63771 2.04862 -0.2872 1.1583 -1.2145
H -8.07587 -1.98382 2.77247 0.4401 -0.3711 0.5487
H -7.71375 -3.67997 2.14382 -0.1256 0.1406 0.5563
H -7.81603 -2.29381 1.11239 0.6184 0.0909 -0.2054
H -4.10156 -0.99511 1.40992 -0.3674 -0.2504 -0.3208
H -3.16935 -2.51454 1.48928 -0.0839 -0.1650 0.3776
H -2.65629 -0.97368 2.25542 0.2522 -0.5045 0.4888
C -5.45361 -3.96022 -6.49384 -0.8846 -2.0158 0.3887
O -5.07582 -2.63616 -6.31683 -0.6365 0.0216 -0.3463
C -4.19794 -2.33794 -5.40168 2.3240 0.5224 0.8142
O -3.62843 -3.08242 -4.60010 -1.3119 1.2997 -1.3066
O -3.91554 -1.04152 -5.65078 -2.4335 -0.7097 -0.5636
C -3.02461 -0.36341 -4.88523 3.5538 -0.0189 1.7544
H -5.72682 -4.48127 -5.57625 0.0059 0.4290 0.4557
H -4.68211 -4.61486 -6.89923 0.2119 0.4660 -0.4518
H -6.36195 -3.97444 -7.09617 0.3478 0.1665 -0.2680
H -2.18383 -1.05057 -4.79034 0.6261 0.1077 0.2549
H -3.23643 -0.09074 -3.85137 -1.1097 -0.1397 -0.1403
H -2.60200 0.52399 -5.35643 -0.7027 -0.1138 -0.5726
C 1.70088 -3.09162 -1.72546 1.0426 -0.0790 -0.7701
C 2.18265 -3.43694 -3.15504 -1.0824 -1.1626 0.3433
O 2.32582 -4.60342 -3.47907 0.1903 -0.2856 0.1903
N 2.25036 -2.48199 -4.09857 0.4022 1.8839 0.1181
C 2.27755 -1.03931 -3.83409 -0.5100 -0.2222 -0.1357
H 2.20574 -2.20355 -1.34527 -0.1388 0.0597 0.0501
H 1.95789 -3.94623 -1.09960 -0.0986 0.0604 -0.0768
H 0.61977 -2.95286 -1.71791 0.0589 0.0495 -0.0983
H 2.37118 -2.75741 -5.06275 0.1534 -0.3516 0.3722
H 2.56695 -0.53722 -4.75726 -0.0788 0.0380 0.0901
H 2.95889 -0.71709 -3.04665 0.2979 -0.3837 -0.0095
H 1.28881 -0.69541 -3.53040 -0.1436 0.1986 -0.0954
C -1.99206 -1.16985 -1.15838 1.2729 -0.6475 0.4495
C -0.79360 -0.18815 -1.06887 0.0116 1.3620 -1.7730
O -0.85157 0.87630 -1.73895 0.1101 -1.0484 1.2151
N 0.36573 -0.56266 -0.44632 -0.4216 0.0667 0.4903
C 1.58824 0.27326 -0.23188 -1.1265 -0.0225 -0.1936
H -1.90443 -1.94801 -0.40017 -0.0965 0.0118 0.2002
H -1.90435 -1.71075 -2.10063 0.2397 0.0707 -0.2502
H -3.00869 -0.77794 -1.18968 0.3444 0.6924 0.2264
H 0.37262 -1.48668 -0.03860 -0.1991 0.0380 0.2638
H 2.27774 -0.16996 0.48662 -0.2366 -0.5002 -0.2525
H 1.31574 1.22103 0.23241 -0.1764 0.1936 -0.3606
H 2.12015 0.43544 -1.16936 -0.0344 0.1068 0.0601
C 3.26870 5.18712 5.58432 0.4270 -1.0210 -0.2058
C 1.97805 4.93101 4.78241 -2.1074 1.3908 4.5345
O 0.91121 5.28204 5.33263 0.9093 0.3000 -0.4552
N 1.91808 4.15449 3.75106 0.8043 -1.4763 -2.7565
C 0.70197 3.64562 3.10562 0.8761 -0.0687 -0.1398
H 4.17994 4.74488 5.18162 0.1419 0.7171 -0.8428
H 3.24379 4.56069 6.47599 -0.8964 -0.0689 0.2124
H 3.38264 6.19491 5.98366 -0.0929 0.0377 -0.6068
H 2.77269 4.02599 3.22835 0.2759 -0.1720 0.1191
H 0.47050 2.64125 3.46025 -0.2548 0.1384 0.4740
H 0.99278 3.48842 2.06695 -0.3586 0.2624 -0.1402
H -0.16612 4.30063 3.17966 0.3449 -0.0307 0.0666
C 7.28316 -0.88585 0.25782 -0.8554 0.3422 -1.7039
C 6.17870 -0.26003 -0.70152 -2.4521 -2.1908 4.2288
O 4.94789 -0.44127 -0.41843 2.2564 0.6623 -1.0931
N 6.60918 0.54491 -1.62347 0.2633 1.5187 -2.8687
C 5.78512 1.33805 -2.57896 -0.3260 -0.0519 0.5818
H 8.20739 -0.42615 -0.09231 0.3341 -0.2488 0.7139
H 7.34106 -1.97126 0.17630 -0.0305 -0.0269 -0.5795
H 7.05556 -0.78760 1.31925 -0.0538 0.7659 -0.1865
H 7.59052 0.52365 -1.86143 -0.0882 0.0577 0.3061
H 6.13540 2.37020 -2.57107 0.1069 -0.1172 -0.1110
H 4.73193 1.37709 -2.30083 0.2006 -0.2084 0.5807
H 5.75083 0.94662 -3.59567 0.5863 -0.2149 0.0473
C -4.93289 -3.33106 -0.85840 -1.2288 -1.1821 -0.5068
C -3.82326 -4.36290 -0.95046 -0.3147 -0.4772 2.3377
O -3.63895 -5.14928 0.01973 -0.2381 1.1280 -1.2887
N -3.09459 -4.39991 -2.03824 1.4785 0.3765 -1.2158
C -1.94717 -5.27250 -2.25356 -0.4403 -0.7769 0.2447
H -4.73825 -2.43120 -0.27491 0.2148 -0.2606 -0.1907
H -5.74864 -3.89546 -0.40661 0.0931 0.1580 0.7784
H -5.42493 -3.12418 -1.80877 0.7639 0.5952 -0.3989
H -3.29510 -3.82250 -2.84230 -0.4143 0.2899 0.2102
H -1.08183 -4.79173 -2.70978 -0.3137 0.3611 -0.0977
H -2.31367 -6.06265 -2.90887 0.4690 -0.2530 -0.0767
H -1.60191 -5.72088 -1.32198 -0.2507 0.1002 -0.0259
C 2.06797 3.67463 -2.49723 0.0215 -0.7390 -0.1188
C 2.81422 4.42677 -1.38531 -2.4199 0.6577 0.5287
O 3.99309 4.63266 -1.44691 2.0058 0.0080 -0.3382
N 2.02767 4.93419 -0.39106 -0.8241 -0.1530 -0.7096
C 2.34676 5.88551 0.64811 0.6046 0.1589 1.1581
H 2.10375 4.23678 -3.43041 0.3038 0.2084 0.1100
H 1.02726 3.37334 -2.37791 -0.1657 0.4328 0.7015
H 2.55806 2.71804 -2.67848 0.4050 0.0726 -0.0572
H 1.09555 4.55176 -0.32044 -0.1411 0.0789 -0.0157
H 1.67155 6.72243 0.82628 -0.6857 -0.0654 -1.0446
H 3.31383 6.37435 0.53017 0.1634 -0.6277 -0.1302
H 2.26611 5.39892 1.62013 0.6314 -0.1411 -0.0205
O -0.74092 -3.38574 1.20542 -0.1186 2.6818 -1.4267
C -0.66123 -4.39407 1.87317 1.0682 1.2925 -0.4220
N -1.36609 -5.41949 1.51499 -0.6001 -2.7018 0.6432
C 0.25397 -4.40012 3.00537 0.7638 -0.8925 1.5387
H -2.12666 -5.24134 0.87475 -0.4655 -0.3453 -0.4235
H -1.32385 -6.28722 2.03011 -0.2288 0.2086 -0.1009
H 0.26716 -3.42635 3.49495 -0.3054 -0.1725 0.0936
H 1.29524 -4.58680 2.74270 -0.0519 -0.1133 -0.3936
H -0.05279 -5.20811 3.66956 0.2435 0.2123 0.5178
O 4.59311 3.85143 2.45973 -0.0524 0.1067 0.0122
C 4.53543 2.70840 2.01548 -0.6297 -0.0912 0.8437
N 4.54289 2.44674 0.71890 0.0406 0.0679 -0.1463
C 4.41220 1.53334 2.94374 1.0436 0.3889 0.2950
H 4.55117 3.28938 0.16213 0.1101 -0.3282 -0.8606
H 4.50046 1.47759 0.43774 0.0180 0.1987 -0.7018
H 3.55946 1.66751 3.60926 0.0475 -0.2378 -0.0329
H 5.32427 1.67818 3.52276 -0.0839 -0.3067 0.5826
H 4.51193 0.54923 2.48584 -0.4367 0.0195 -0.1578
O -0.80797 4.32094 0.59569 1.4074 0.2972 0.5259
C -1.50602 4.77075 -0.29820 1.3923 3.1952 2.5343
N -2.32861 3.97463 -0.86634 -2.5010 -2.0576 -2.7886
C -1.59008 6.28155 -0.60181 -0.5384 -0.3789 -1.0821
H -2.12337 3.00559 -0.66903 -0.2306 -0.2349 -0.2921
H -2.75224 4.21229 -1.75187 -0.1874 -0.2617 0.0753
H -2.23350 6.84877 0.07078 0.4478 -0.3706 0.7155
H -2.15029 6.43395 -1.52433 0.1907 -0.1561 -0.4487
H -0.62100 6.76203 -0.73640 -0.0065 -0.2061 0.3651
O -3.62649 2.99243 -3.92932 -1.6186 -0.1540 0.1323
C -2.58423 3.24320 -4.48845 -0.9853 2.8316 -0.6781
N -1.49773 2.62721 -4.13228 2.7232 -1.2501 -0.2470
C -2.44191 4.42364 -5.50148 -0.7979 -0.7245 0.3900
H -0.61546 2.86688 -4.56152 -0.1270 -0.3317 0.1252
H -1.60938 1.75462 -3.63606 0.4313 0.1106 0.5604
H -1.80320 4.16077 -6.34471 0.0222 0.1351 0.0569
H -2.12263 5.35656 -5.03690 0.4206 -0.2434 0.2371
H -3.45262 4.65127 -5.84024 0.0657 -0.2308 -0.2288
```
Forces are in eV/Å.

The value obtained for the max |F| is 5.36 eV/A. The multiplicity is 1. The calculation puts the total energy at -4046.1061 Eh.

No. 2
This record from the Open Molecules 2025 dataset describes C8H14O2Si in the gas phase. The level of theory is wB97M-V/def2-TZVPD.

The geometry in XYZ format:
```
25
Properties=species:S:1:pos:R:3:forces:R:3
C -1.01258 1.75970 2.16586 1.1508 0.1457 -0.3452
C 0.18713 1.20882 1.92946 -1.2605 -1.1082 -2.9505
Si 0.48905 0.13761 0.07607 0.5868 0.7825 1.0585
C 2.29717 -0.31362 -0.37229 -0.3030 3.5001 -0.5945
C 2.75346 -1.35576 -1.34967 0.1205 -0.9548 -0.7118
C -0.36708 -1.46236 0.63661 -0.2778 0.5191 0.4823
C -1.83566 -1.37875 1.04172 -0.3018 -1.6760 -1.2590
O 0.29585 -2.47224 0.79153 -0.6154 0.3315 -0.1021
C -0.38692 1.02747 -1.56400 2.8435 -0.1333 0.5523
C -1.85184 1.26747 -1.62693 0.9323 -3.7771 1.3207
O 0.40945 1.33672 -2.44995 -1.5350 -0.4703 1.1146
H -1.13603 2.33769 3.06036 -0.3145 0.0161 0.5887
H -1.84270 1.80664 1.47389 0.0634 -0.1057 -0.2150
H 0.88629 1.20526 2.73310 0.8002 0.0469 0.2312
H 2.55360 0.60926 -0.97819 -0.3915 -0.1737 0.8141
H 2.96281 -0.17036 0.50065 -0.3748 -0.5917 -0.2661
H 2.12298 -1.54814 -2.27253 0.7572 0.6811 1.0831
H 3.80971 -1.15216 -1.58886 -0.4937 0.1643 -0.5208
H 2.82939 -2.27613 -0.84212 -0.2349 -1.4835 0.4994
H -2.34324 -0.47920 1.33740 0.3707 0.9462 -0.6859
H -2.36511 -1.91327 0.20198 0.1356 0.6554 0.7516
H -1.98635 -1.96871 1.90454 0.0085 -1.2160 0.9448
H -2.02020 2.18506 -1.22780 -0.8219 2.9801 0.8070
H -2.10319 1.10042 -2.61789 -1.0721 0.2381 -1.9432
H -2.34600 0.50857 -0.96294 0.2275 0.6834 -0.6544
```
Forces are in eV/Å.

The value obtained for the max |F| is 4.11 eV/A. The multiplicity is 1. As for the SMILES: C=C[Si](CC)(C(C)=O)C(C)=O. The calculation puts the total energy at -753.0984 Eh.

What did the second record say?
This record from the Open Molecules 2025 dataset describes C8H14O2Si in the gas phase. The level of theory is wB97M-V/def2-TZVPD.

The geometry in XYZ format:
```
25
Properties=species:S:1:pos:R:3:forces:R:3
C -1.01258 1.75970 2.16586 1.1508 0.1457 -0.3452
C 0.18713 1.20882 1.92946 -1.2605 -1.1082 -2.9505
Si 0.48905 0.13761 0.07607 0.5868 0.7825 1.0585
C 2.29717 -0.31362 -0.37229 -0.3030 3.5001 -0.5945
C 2.75346 -1.35576 -1.34967 0.1205 -0.9548 -0.7118
C -0.36708 -1.46236 0.63661 -0.2778 0.5191 0.4823
C -1.83566 -1.37875 1.04172 -0.3018 -1.6760 -1.2590
O 0.29585 -2.47224 0.79153 -0.6154 0.3315 -0.1021
C -0.38692 1.02747 -1.56400 2.8435 -0.1333 0.5523
C -1.85184 1.26747 -1.62693 0.9323 -3.7771 1.3207
O 0.40945 1.33672 -2.44995 -1.5350 -0.4703 1.1146
H -1.13603 2.33769 3.06036 -0.3145 0.0161 0.5887
H -1.84270 1.80664 1.47389 0.0634 -0.1057 -0.2150
H 0.88629 1.20526 2.73310 0.8002 0.0469 0.2312
H 2.55360 0.60926 -0.97819 -0.3915 -0.1737 0.8141
H 2.96281 -0.17036 0.50065 -0.3748 -0.5917 -0.2661
H 2.12298 -1.54814 -2.27253 0.7572 0.6811 1.0831
H 3.80971 -1.15216 -1.58886 -0.4937 0.1643 -0.5208
H 2.82939 -2.27613 -0.84212 -0.2349 -1.4835 0.4994
H -2.34324 -0.47920 1.33740 0.3707 0.9462 -0.6859
H -2.36511 -1.91327 0.20198 0.1356 0.6554 0.7516
H -1.98635 -1.96871 1.90454 0.0085 -1.2160 0.9448
H -2.02020 2.18506 -1.22780 -0.8219 2.9801 0.8070
H -2.10319 1.10042 -2.61789 -1.0721 0.2381 -1.9432
H -2.34600 0.50857 -0.96294 0.2275 0.6834 -0.6544
```
Forces are in eV/Å.

The value obtained for the max |F| is 4.11 eV/A. The multiplicity is 1. As for the SMILES: C=C[Si](CC)(C(C)=O)C(C)=O. The calculation puts the total energy at -753.0984 Eh.